Record 1
52
Properties=species:S:1:pos:R:3:forces:R:3 method="wB97M-V/def2-TZVPD" homo_lumo_gap_ha=0.2408 e_homo_ev=-7.660 lumo_energy_ev=-1.1 de_lowest_ev=0.7512 energy_ha=-2301.09134
Pt 0.0916 0.5144 -0.7592 0.02 0.74 1.50
Cl 5.0667 -3.5167 2.7355 -0.05 0.06 -0.06
C 4.1068 -2.4990 1.6940 0.09 -0.04 -0.02
C 4.6004 -2.1218 0.4365 0.08 -0.06 0.04
C 3.8597 -1.3086 -0.3716 -0.09 0.07 0.01
C 2.5675 -0.8250 -0.0109 0.07 -0.05 -0.06
O 2.0132 -0.0352 -0.8803 -0.08 0.07 0.03
C 2.0650 -1.2568 1.2579 -0.25 -0.04 0.14
C 0.7667 -0.9550 1.8263 0.52 -0.07 0.04
N -0.2090 -0.4740 1.1609 -0.54 0.05 -0.65
C -1.4661 -0.1055 1.7033 0.33 0.04 -0.51
C -1.8983 -0.3278 2.9757 -0.21 -0.11 0.41
C -3.2111 0.0234 3.3708 0.27 -0.10 0.05
C -4.0814 0.5699 2.4797 -0.06 0.06 -0.17
C -3.6592 0.8362 1.1533 -0.15 0.05 0.09
C -4.5178 1.3896 0.1718 -0.11 -0.03 0.17
C -4.0475 1.6295 -1.0769 0.23 0.00 -0.23
C -2.6870 1.3701 -1.3625 -0.22 0.24 -0.06
N -1.8647 0.8755 -0.4725 0.05 -0.21 0.29
C -2.3404 0.5477 0.7865 0.20 -0.06 -0.27
C 2.8801 -2.0621 2.0890 -0.05 -0.01 0.05
H 5.5731 -2.4740 0.1171 -0.01 0.02 0.01
H 4.2382 -0.9899 -1.3340 -0.01 -0.01 0.00
H 0.6596 -1.1792 2.8911 0.01 0.05 -0.04
H -1.2387 -0.7892 3.6994 -0.06 -0.02 0.00
H -3.5246 -0.1619 4.3893 0.03 -0.02 0.00
H -5.0959 0.8125 2.7700 0.01 0.01 -0.03
H -5.5475 1.6067 0.4303 0.03 0.00 0.02
H -4.6791 2.0379 -1.8525 0.03 0.00 -0.01
H -2.2557 1.5986 -2.3271 -0.06 -0.01 -0.01
H 2.5040 -2.3489 3.0647 0.00 0.00 -0.03
F -0.4857 2.2897 -3.5159 -0.01 -0.03 0.08
C 0.0435 3.0323 -2.5123 0.00 0.01 -0.21
C 0.4336 2.4358 -1.3295 -0.06 -0.41 -0.56
C 0.9701 3.2995 -0.3887 0.12 0.05 0.13
F 1.3871 2.8463 0.8121 -0.04 -0.06 -0.05
C 1.1082 4.6599 -0.5991 0.02 0.05 0.01
F 1.6295 5.4535 0.3441 -0.01 -0.02 0.00
C 0.6934 5.2110 -1.7965 0.02 0.08 0.01
F 0.8118 6.5245 -2.0130 0.00 -0.01 0.00
C 0.1549 4.3886 -2.7645 -0.01 0.05 -0.05
F -0.2465 4.9145 -3.9289 0.00 -0.03 0.00
C -0.0971 -3.7442 -0.1537 0.01 -0.06 -0.03
C 0.2081 -3.0073 -1.4308 0.06 0.12 -0.09
C 1.1972 -3.6315 -2.3818 0.04 -0.03 0.07
O -0.3108 -1.9443 -1.6982 -0.17 -0.33 -0.03
H -0.7553 -4.5838 -0.3977 0.03 0.00 0.02
H -0.6015 -3.0891 0.5512 -0.02 0.00 -0.01
H 0.8122 -4.1599 0.2847 -0.01 0.02 0.00
H 1.3306 -4.6984 -2.2054 -0.01 0.01 -0.01
H 2.1586 -3.1337 -2.2237 -0.01 -0.02 0.01
H 0.8895 -3.4449 -3.4082 0.00 0.02 0.00


Record 2
51
Properties=species:S:1:pos:R:3:forces:R:3 method="wB97M-V/def2-TZVPD" charge=+1 homo_lumo_gap_ha=0.2250 e_homo_ev=-10.399 lumo_energy_ev=-4.3 de_lowest_ev=0.0000 energy_ha=-1704.86088
Al -0.1496 -0.1562 -0.0032 0.05 0.44 0.00
O 6.5558 -0.1154 1.1477 0.03 0.01 -0.13
C 6.0875 -0.1052 0.0032 -0.11 0.00 0.00
O 6.5583 -0.1159 -1.1403 0.03 0.01 0.13
C 4.5205 -0.0850 0.0015 0.06 -0.04 0.00
C 3.8197 -0.0902 -1.2019 0.04 -0.02 -0.08
C 2.4474 -0.1063 -1.1670 -0.10 0.03 -0.17
N 1.7807 -0.1116 -0.0013 -0.20 -0.04 0.00
C 2.4451 -0.1061 1.1658 -0.10 0.03 0.17
C 3.8172 -0.0899 1.2034 0.04 -0.01 0.08
C 1.5277 -0.1228 2.3322 0.04 0.03 -0.20
C 1.9295 -0.1657 3.6512 0.08 0.01 0.11
C 0.9558 -0.2003 4.6362 0.02 0.00 0.05
C -0.3854 -0.1901 4.2806 -0.02 0.01 0.00
C -0.7105 -0.1410 2.9410 0.07 0.02 -0.05
N 0.2288 -0.1031 1.9884 -0.12 -0.14 0.05
C 1.5323 -0.1231 -2.3352 0.04 0.03 0.20
C 1.9366 -0.1665 -3.6534 0.08 0.01 -0.11
C 0.9648 -0.2011 -4.6403 0.02 0.00 -0.05
C -0.3771 -0.1905 -4.2873 -0.02 0.01 0.00
C -0.7048 -0.1409 -2.9482 0.08 0.02 0.06
N 0.2328 -0.1030 -1.9940 -0.12 -0.14 -0.05
H 4.4031 -0.0927 -2.1150 0.02 0.01 0.04
H 4.3987 -0.0923 2.1177 0.02 0.01 -0.04
H 2.9808 -0.1767 3.9015 -0.02 -0.01 0.00
H 1.2432 -0.2396 5.6785 0.00 0.00 -0.01
H -1.1655 -0.2246 5.0270 0.00 0.01 -0.01
H -1.7396 -0.1347 2.6036 0.00 -0.02 -0.01
H 2.9883 -0.1779 -3.9019 -0.01 -0.01 0.00
H 1.2541 -0.2408 -5.6820 0.00 0.00 0.01
H -1.1558 -0.2250 -5.0352 0.00 0.01 0.01
H -1.7345 -0.1342 -2.6128 0.00 -0.02 0.01
O -1.3762 -1.3688 -0.0051 -0.05 -0.32 0.00
C -2.7089 -1.3142 -0.0030 0.08 0.19 0.00
C -3.4355 -2.5052 -0.0019 -0.07 -0.03 -0.01
C -4.8148 -2.4833 -0.0004 0.03 -0.02 0.00
C -5.5089 -1.2730 0.0000 -0.02 -0.03 0.00
C -4.8027 -0.0933 -0.0009 -0.03 0.02 0.00
C -3.4009 -0.0857 -0.0023 0.07 0.04 0.00
C -2.6734 1.1822 -0.0027 -0.07 -0.01 0.00
N -1.3479 1.3557 -0.0041 0.19 0.09 0.00
C -1.0983 2.7232 -0.0034 0.03 -0.17 0.00
C -2.2782 3.3766 -0.0018 -0.04 -0.04 0.00
N -3.2511 2.3982 -0.0014 0.00 0.09 0.00
H -2.8847 -3.4363 -0.0024 0.00 0.01 0.00
H -5.3612 -3.4176 0.0004 0.00 0.02 0.00
H -6.5895 -1.2601 0.0010 0.01 0.00 0.00
H -5.3576 0.8377 -0.0006 0.01 -0.02 0.00
H -0.0962 3.1176 -0.0044 -0.03 0.00 0.00
H -2.5130 4.4263 -0.0010 -0.01 -0.03 0.00
H -4.2425 2.5681 -0.0004 0.00 -0.01 0.00


Record 3
52
Properties=species:S:1:pos:R:3:forces:R:3 method="wB97M-V/def2-TZVPD" homo_lumo_gap_ha=0.2547 e_homo_ev=-7.633 lumo_energy_ev=-0.7 de_lowest_ev=0.0000 energy_ha=-2790.82553
Pt -0.8313 0.3824 -0.8696 -0.11 -0.09 -0.09
C 3.6649 -3.0387 4.2439 -0.03 0.05 -0.07
C 3.2914 -2.4797 2.8944 0.03 -0.03 0.03
C 2.0769 -2.8024 2.2938 -0.05 -0.02 0.01
C 1.7331 -2.2957 1.0494 0.05 0.07 0.02
C 2.6218 -1.4499 0.3984 0.03 -0.08 0.08
C 3.8440 -1.1195 0.9715 -0.04 -0.04 0.03
C 4.1668 -1.6323 2.2177 0.02 0.01 0.03
S 2.1960 -0.8136 -1.1910 -0.07 0.27 -0.06
O 3.4081 -0.3178 -1.7821 0.05 0.14 0.03
O 1.4322 -1.7971 -1.8845 -0.09 -0.05 -0.01
N 1.1904 0.4634 -0.8739 0.32 0.18 -0.05
C 1.6949 1.7516 -0.6789 -0.21 -0.16 -0.15
C 2.9876 2.1576 -0.4116 0.03 -0.01 0.07
C 3.3149 3.5241 -0.3054 0.17 -0.20 0.03
C 2.3910 4.5112 -0.4728 0.02 0.13 0.04
C 1.0644 4.1486 -0.7642 -0.09 -0.23 -0.01
C 0.0507 5.0870 -1.0295 0.06 0.13 0.02
C -1.1719 4.6515 -1.4315 -0.30 0.10 -0.13
C -1.4264 3.2744 -1.4909 -0.45 0.23 -0.24
N -0.5502 2.3696 -1.1495 0.50 -0.13 0.33
C 0.7231 2.7797 -0.8412 0.18 0.01 0.04
H 2.9768 -3.8262 4.5493 0.01 0.01 0.00
H 3.6442 -2.2577 5.0073 0.00 -0.01 -0.01
H 4.6736 -3.4537 4.2274 -0.01 0.00 0.00
H 1.3883 -3.4702 2.8029 0.06 0.04 -0.03
H 0.7927 -2.5494 0.5757 0.02 0.00 -0.01
H 4.5451 -0.4937 0.4332 -0.06 -0.06 0.02
H 5.1218 -1.3797 2.6690 -0.06 -0.03 -0.04
H 3.7677 1.4238 -0.3154 0.06 0.01 -0.01
H 4.3456 3.7939 -0.1071 -0.03 -0.07 0.02
H 2.6593 5.5589 -0.4114 -0.02 -0.05 0.00
H 0.2633 6.1458 -0.9407 0.04 -0.03 -0.04
H -1.9558 5.3466 -1.7033 0.01 -0.08 0.01
H -2.3722 2.9115 -1.8544 -0.17 -0.02 0.04
Cl -1.2290 -4.5523 -0.8040 -0.04 -0.04 0.03
C -2.5068 -3.3951 -0.8551 -0.17 -0.31 -0.05
C -3.8414 -3.8218 -0.9553 0.19 -0.27 0.00
C -4.8711 -2.9295 -0.9717 -0.16 0.02 -0.01
Cl -6.5131 -3.5077 -1.0575 0.11 0.06 -0.01
C -4.6160 -1.5451 -0.9000 0.20 0.09 -0.02
C -5.5990 -0.5388 -0.8631 -0.14 -0.09 -0.01
C -5.2071 0.7538 -0.7114 -0.07 0.33 0.07
C -3.8405 1.0736 -0.6506 -0.34 0.57 0.12
N -2.8927 0.1864 -0.7579 0.30 -0.57 -0.13
C -3.2655 -1.1319 -0.8365 -0.12 -0.29 -0.02
C -2.1887 -2.0566 -0.7834 0.29 0.46 0.12
O -0.9773 -1.5986 -0.6242 -0.14 -0.11 0.01
H -4.0564 -4.8822 -1.0086 0.08 0.05 0.01
H -6.6486 -0.7980 -0.9299 0.08 -0.03 0.02
H -5.9378 1.5482 -0.6330 0.08 0.00 -0.01
H -3.5320 2.0914 -0.4833 -0.01 0.14 -0.04


Record 4
54
Properties=species:S:1:pos:R:3:forces:R:3 method="wB97M-V/def2-TZVPD" homo_lumo_gap_ha=0.3059 e_homo_ev=-8.875 lumo_energy_ev=-0.6 de_lowest_ev=1.1819 energy_ha=-2458.54087
Pt 0.6482 -1.3885 -0.4070 0.00 0.33 1.22
O -1.6603 -6.6729 0.0756 -0.35 0.13 0.28
C -2.4190 -5.8002 0.7233 0.22 -0.25 -0.18
O -3.3992 -6.1121 1.3461 -0.10 0.00 0.05
C -2.0078 -4.3681 0.6463 -0.21 0.03 0.18
C -2.6830 -3.3452 1.2791 0.05 0.02 0.06
N -2.0336 -2.1986 1.0043 0.02 -0.14 -0.15
N -0.9743 -2.4337 0.2147 -0.67 0.20 -0.31
C -0.9361 -3.7391 0.0057 0.21 0.10 0.03
C 0.2717 -4.2251 -0.7245 0.39 0.21 -0.41
O 0.3765 -5.4091 -1.0113 0.03 0.03 0.04
O 1.1252 -3.2936 -0.9951 0.01 -0.72 0.27
H -0.8784 -6.2406 -0.3590 0.18 -0.02 -0.15
H -3.5545 -3.3813 1.9106 0.00 0.00 -0.02
H -2.2172 -1.2679 1.3430 0.01 -0.01 0.02
Cl 1.7104 -0.0089 -2.9973 -0.11 0.40 -0.15
C 2.1141 1.4404 -2.1148 -0.18 -0.10 0.00
C 3.1085 2.2402 -2.6444 0.05 0.09 0.05
C 3.4779 3.4074 -1.9878 0.04 -0.06 -0.11
C 2.8535 3.7720 -0.8100 -0.07 0.00 0.08
C 1.8534 2.9645 -0.2852 0.09 0.03 0.00
C 1.4666 1.7904 -0.9232 0.06 0.04 0.09
P 0.1446 0.7798 -0.1884 0.14 -0.33 -0.40
C -0.0572 1.3206 1.5179 0.07 0.04 0.08
C 0.8536 0.8175 2.4524 -0.07 0.05 0.04
C 0.7539 1.1976 3.7802 -0.01 0.02 -0.02
C -0.2546 2.0675 4.1806 0.03 -0.01 0.04
C -1.1624 2.5605 3.2571 -0.03 0.00 -0.04
C -1.0653 2.1903 1.9211 -0.02 0.03 0.03
C -1.3297 1.3231 -1.0910 -0.07 0.12 -0.09
C -1.3185 2.5254 -1.7987 -0.09 -0.01 0.05
C -2.4526 2.9478 -2.4792 0.05 -0.01 0.03
C -3.6029 2.1762 -2.4608 -0.05 0.00 -0.02
C -3.6209 0.9743 -1.7671 -0.01 0.00 0.00
C -2.4891 0.5494 -1.0917 0.04 0.02 -0.02
H 3.5947 1.9391 -3.5615 0.01 0.00 0.00
H 4.2633 4.0248 -2.4033 0.00 -0.01 0.00
H 3.1455 4.6757 -0.2923 -0.01 0.00 0.00
H 1.3741 3.2455 0.6443 0.01 0.00 -0.01
H 1.6332 0.1371 2.1308 0.00 0.00 -0.01
H 1.4597 0.8126 4.5041 0.00 0.00 0.00
H -0.3326 2.3592 5.2200 0.00 0.00 0.00
H -1.9469 3.2355 3.5730 0.00 0.00 0.00
H -1.7737 2.5779 1.1986 0.02 0.00 0.00
H -0.4244 3.1333 -1.8227 -0.01 0.01 -0.01
H -2.4317 3.8801 -3.0278 0.00 0.00 0.00
H -4.4837 2.5040 -2.9973 0.00 0.00 0.01
H -4.5120 0.3606 -1.7659 0.00 0.00 0.00
H -2.5066 -0.4070 -0.5904 0.01 -0.03 -0.05
N 6.0281 -3.3044 0.7321 -0.01 0.03 -0.01
C 5.3910 -2.5708 0.1092 0.04 -0.04 -0.02
N 4.7340 -1.7105 -0.6682 0.06 0.00 0.04
C 3.5911 -1.2924 -0.3675 -0.09 0.11 0.03
N 2.5555 -0.7603 -0.1369 0.34 -0.28 -0.50